Record 1
Density functional theory data (ωB97M-V/def2-TZVPD) for C57H77FIrN5O5 as an isolated structure in a non-equilibrium geometry.

Geometry (Å):
Ir 0.273 1.437 -1.079
C 3.035 0.231 -0.141
N 2.271 0.511 -1.370
C 3.135 1.325 -2.250
C 1.933 -0.770 -2.060
C 0.676 -1.453 -1.520
N -0.546 -0.610 -1.576
C -1.239 -0.611 -2.889
C -0.346 -0.574 -4.066
C -0.241 -1.663 -4.922
C 0.565 -1.602 -6.045
C 1.172 -0.372 -6.294
C 1.077 0.752 -5.477
C 0.364 0.605 -4.258
O 0.412 1.517 -3.283
C 1.748 2.045 -5.994
C 3.265 1.828 -6.095
C 1.182 2.347 -7.393
C 1.491 3.290 -5.144
C 0.757 -2.770 -7.012
C 0.109 -2.408 -8.357
C 2.257 -3.021 -7.221
C 0.118 -4.056 -6.492
C -1.540 -1.009 -0.547
C -2.286 0.044 0.246
C -2.930 -0.451 1.375
C -3.738 0.340 2.167
C -4.011 1.623 1.691
C -3.401 2.163 0.564
C -2.419 1.391 -0.099
O -1.640 1.979 -1.032
C -3.742 3.582 0.091
C -4.952 4.156 0.829
C -2.543 4.514 0.332
C -4.099 3.544 -1.405
C -4.253 -0.187 3.509
C -3.035 -0.401 4.425
C -5.206 0.795 4.190
C -4.987 -1.520 3.317
H 4.017 -0.177 -0.402
H 2.509 -0.481 0.482
H 3.170 1.154 0.424
H 4.040 0.766 -2.508
H 3.412 2.241 -1.734
H 2.589 1.589 -3.148
H 2.759 -1.483 -1.949
H 1.825 -0.558 -3.114
H 0.849 -1.688 -0.473
H 0.541 -2.388 -2.074
H -1.895 0.263 -2.876
H -1.866 -1.504 -2.965
H -0.809 -2.558 -4.692
H 1.757 -0.274 -7.201
H 3.512 1.008 -6.771
H 3.690 1.599 -5.115
H 3.747 2.734 -6.471
H 1.386 1.546 -8.105
H 1.628 3.264 -7.783
H 0.101 2.485 -7.341
H 1.941 3.234 -4.157
H 0.424 3.459 -5.007
H 1.912 4.157 -5.660
H 0.582 -1.528 -8.796
H -0.952 -2.188 -8.222
H 0.204 -3.235 -9.066
H 2.753 -2.151 -7.653
H 2.409 -3.863 -7.901
H 2.744 -3.251 -6.271
H -0.967 -3.959 -6.411
H 0.520 -4.333 -5.514
H 0.325 -4.874 -7.185
H -1.039 -1.636 0.183
H -2.295 -1.639 -1.027
H -2.766 -1.493 1.643
H -4.720 2.233 2.229
H -4.747 4.319 1.889
H -5.826 3.507 0.730
H -5.207 5.123 0.392
H -2.339 4.602 1.402
H -2.762 5.511 -0.061
H -1.645 4.143 -0.153
H -4.948 2.876 -1.573
H -3.258 3.200 -2.002
H -4.378 4.544 -1.745
H -2.502 0.543 4.569
H -2.336 -1.118 3.984
H -3.351 -0.777 5.403
H -4.719 1.750 4.394
H -5.541 0.380 5.143
H -6.091 0.976 3.577
H -4.321 -2.301 2.945
H -5.806 -1.404 2.605
H -5.405 -1.861 4.268
F 0.416 -4.700 2.976
C 0.774 -3.485 3.451
C 0.585 -2.405 2.633
C 0.877 -1.120 3.068
C 0.730 0.038 2.160
O 0.380 -0.094 0.993
C 1.077 1.297 2.724
C 1.461 1.386 4.018
N 1.564 0.325 4.860
C 1.940 0.547 6.237
C 1.245 1.619 7.012
C 0.961 0.179 7.315
C 1.351 -0.955 4.378
C 1.631 -2.080 5.162
C 1.340 -3.357 4.726
N 1.652 -4.447 5.595
C 1.624 -5.810 5.055
C 2.252 -6.745 6.118
N 2.955 -5.868 7.107
C 1.945 -5.113 7.915
C 0.991 -4.434 6.904
C 1.045 2.558 1.887
O 1.574 3.544 2.376
O 0.444 2.514 0.751
H 0.182 -2.569 1.642
H 1.720 2.352 4.431
H 2.995 0.397 6.438
H 0.473 2.191 6.516
H 1.838 2.186 7.715
H 0.008 -0.221 6.993
H 1.338 -0.247 8.235
H 2.097 -1.952 6.129
H 2.205 -5.835 4.137
H 0.615 -6.158 4.828
H 2.965 -7.437 5.677
H 1.497 -7.316 6.654
H 3.421 -5.149 6.541
H 3.626 -6.368 7.686
H 2.479 -4.387 8.524
H 1.420 -5.806 8.567
H 0.793 -3.412 7.208
H 0.034 -4.965 6.863
C 0.813 6.072 -2.243
C 1.708 5.468 -1.374
C 1.606 4.110 -1.091
C 0.587 3.368 -1.669
C -0.300 3.957 -2.553
C -0.182 5.310 -2.841
H 0.887 7.131 -2.452
H 2.489 6.050 -0.901
H 2.297 3.669 -0.386
H -1.079 3.375 -3.019
H -0.887 5.767 -3.525

Atomic forces in eV per Å
Ir 0.7 0.9 -1.1
C 0.0 0.1 0.1
N -0.3 0.2 0.3
C 0.1 0.0 -0.1
C 0.0 -0.1 0.0
C 0.1 0.0 -0.1
N 0.3 0.2 0.6
C -0.3 0.0 -0.1
C -0.2 -0.2 -0.1
C -0.1 0.0 0.1
C 0.1 0.0 0.0
C -0.1 0.0 0.0
C 0.1 0.2 0.1
C 0.4 0.2 0.1
O -0.5 -0.4 0.5
C 0.0 -0.1 0.1
C 0.0 0.0 0.0
C 0.0 0.0 0.0
C 0.0 -0.1 -0.1
C 0.0 0.2 0.0
C 0.0 -0.1 0.0
C 0.0 0.0 0.0
C 0.0 0.0 0.0
C -0.1 -0.2 0.2
C -0.1 -0.1 -0.1
C 0.2 -0.1 0.0
C -0.2 0.0 0.0
C 0.0 0.0 0.0
C 0.0 0.2 0.2
C 0.3 0.3 0.0
O -0.5 -0.3 -0.1
C 0.1 -0.1 -0.1
C 0.0 0.0 0.0
C 0.0 0.0 0.0
C 0.0 0.0 0.1
C 0.1 0.0 -0.2
C -0.1 0.0 0.1
C 0.0 0.0 0.0
C 0.0 0.0 0.1
H 0.0 0.0 0.0
H 0.0 -0.1 -0.1
H 0.0 0.0 0.0
H 0.0 0.0 0.0
H 0.0 0.0 0.0
H 0.0 0.0 0.0
H 0.1 0.1 0.0
H 0.1 0.0 0.0
H -0.1 -0.1 0.0
H -0.1 0.0 0.0
H 0.0 0.0 0.1
H 0.0 -0.1 0.2
H 0.0 0.0 0.0
H 0.0 0.0 0.0
H 0.0 0.0 0.0
H 0.0 0.0 0.0
H 0.0 0.0 0.0
H 0.0 0.0 0.0
H 0.0 0.0 0.0
H 0.0 0.0 0.0
H 0.0 0.0 0.0
H 0.0 0.0 0.0
H 0.0 0.0 0.0
H 0.0 0.0 0.0
H 0.0 0.0 0.0
H 0.0 0.0 0.0
H 0.0 0.0 0.0
H 0.0 0.0 0.0
H 0.0 0.0 0.0
H 0.0 0.0 0.0
H 0.0 0.0 0.0
H 0.0 0.0 0.0
H 0.0 -0.1 -0.1
H 0.0 0.0 -0.1
H 0.0 0.0 0.0
H 0.1 0.0 0.0
H 0.0 0.0 0.0
H 0.0 0.0 0.0
H 0.0 0.0 0.0
H 0.0 0.0 0.0
H 0.0 0.0 0.0
H 0.0 0.0 0.0
H 0.0 0.0 0.0
H 0.0 0.0 0.0
H 0.0 0.0 0.0
H 0.0 0.0 0.0
H 0.0 0.0 0.0
H 0.0 0.0 0.0
H 0.0 0.0 0.0
H 0.0 0.0 0.0
H 0.0 0.0 0.0
H 0.0 0.0 0.0
H 0.0 0.0 0.0
H 0.0 0.0 0.0
F 0.0 -0.1 0.1
C 0.0 -0.1 0.0
C 0.0 -0.1 -0.1
C 0.1 0.1 0.1
C -0.1 0.1 0.4
O 0.0 -1.0 0.0
C 0.0 0.2 -0.2
C 0.1 0.0 0.0
N 0.0 0.1 0.1
C 0.2 -0.1 0.0
C -0.1 0.1 0.0
C -0.1 -0.1 0.0
C 0.0 0.1 0.0
C 0.0 0.1 0.1
C 0.0 0.0 -0.1
N -0.3 -0.2 -0.1
C 0.2 0.1 0.1
C -0.1 0.0 -0.2
N -0.2 0.0 -0.1
C -0.2 0.2 0.0
C 0.1 -0.1 -0.1
C 0.3 -0.1 0.2
O -0.1 0.1 -0.2
O -0.3 -0.5 -0.5
H 0.0 0.1 0.0
H 0.0 0.0 0.0
H 0.0 0.0 0.0
H 0.0 -0.1 0.0
H 0.0 0.0 0.0
H 0.0 0.1 0.0
H 0.1 0.0 0.0
H 0.0 0.0 0.0
H 0.0 0.0 0.0
H 0.0 0.0 0.0
H 0.1 0.0 0.0
H 0.1 0.0 0.1
H 0.2 0.0 0.1
H 0.0 0.0 0.0
H 0.1 0.0 0.0
H 0.1 -0.1 0.0
H 0.0 0.0 0.0
H 0.0 0.0 0.0
C 0.0 0.0 -0.1
C 0.1 0.0 -0.1
C 0.0 0.1 -0.2
C 0.1 0.2 0.1
C -0.1 0.2 0.1
C 0.0 0.0 0.1
H 0.0 0.0 0.0
H 0.0 0.0 0.0
H -0.1 0.0 0.1
H 0.0 0.0 0.1
H 0.0 0.0 0.0

Results
Charge: +1
Frontier orbital gap (spin up / spin down) in eV: 5.386 / 5.373
2S+1: 2
Largest force on an atom in eV Å⁻¹: 1.56


Record 2
Density functional theory data (ωB97M-V/def2-TZVPD) for a 8-piece molecular cluster, C57H78Br4F3N2O21S overall in a non-equilibrium geometry.

Geometry (Å):
C -4.329 3.760 -6.254
C -5.079 3.421 -4.914
C -4.516 4.246 -3.714
C -3.795 3.397 -2.650
C -2.674 2.479 -3.222
C -1.267 3.081 -2.949
C -0.213 2.398 -3.866
C 0.838 1.524 -3.101
C 0.231 0.114 -2.932
C 1.111 -1.086 -2.499
C 1.989 -1.065 -1.203
C 2.910 0.195 -1.044
C 3.786 0.525 -2.300
C 4.437 1.935 -2.242
F 4.259 2.575 -1.054
Br 6.406 1.710 -2.414
C 4.024 2.941 -3.369
F 4.996 3.906 -3.414
F 2.920 3.632 -3.084
Br 4.005 2.194 -5.164
C 3.098 -2.143 -1.487
O 2.686 -3.486 -1.326
C 3.606 -4.339 -1.991
C 1.314 -1.427 0.169
C 0.285 -0.428 0.788
Br -0.141 1.336 0.126
C -0.386 -0.714 1.910
C -1.405 0.235 2.549
Br -0.188 -2.324 2.935
C 2.414 -1.544 1.293
C 2.745 -0.387 2.012
C 3.690 -0.568 3.010
C 4.187 -1.853 3.180
N 3.863 -2.954 2.544
C 2.933 -2.793 1.553
O 0.683 -2.711 0.169
S -0.341 -3.039 -1.022
O -1.586 -2.363 -0.734
O -0.589 -4.441 -1.001
C 0.253 -2.392 -2.667
O -1.058 -2.122 -3.265
C -1.143 -2.370 -4.540
N -1.181 -2.399 -5.710
C 0.949 -3.452 -3.583
O 0.674 -4.660 -3.511
O 1.833 -3.051 -4.388
H -3.844 2.836 -6.606
H -3.528 4.488 -6.076
H -5.009 4.137 -7.028
H -5.051 2.343 -4.715
H -6.126 3.726 -5.071
H -3.914 5.097 -4.068
H -5.387 4.691 -3.216
H -3.302 4.095 -1.954
H -4.508 2.759 -2.118
H -2.690 1.454 -2.820
H -2.772 2.371 -4.315
H -1.002 3.113 -1.886
H -1.336 4.135 -3.280
H -0.686 1.827 -4.677
H 0.379 3.185 -4.367
H 1.165 2.043 -2.198
H 1.674 1.461 -3.814
H -0.065 -0.086 -3.976
H -0.728 0.173 -2.393
H 1.839 -1.173 -3.324
H 2.379 1.105 -0.752
H 3.669 0.029 -0.268
H 3.323 0.286 -3.259
H 4.647 -0.154 -2.229
H 3.982 -1.959 -0.841
H 3.488 -2.051 -2.518
H 3.295 -5.371 -1.778
H 4.645 -4.178 -1.648
H 3.563 -4.219 -3.087
H -1.824 -0.176 3.472
H -2.193 0.527 1.850
H -0.821 1.123 2.846
H 2.304 0.584 1.806
H 4.053 0.246 3.630
H 4.944 -1.969 3.969
H 2.635 -3.688 1.014
O 5.982 -3.265 -0.072
C 6.818 -2.690 0.557
O 7.457 -1.584 0.099
C 8.469 -1.185 1.036
C 8.047 -1.795 2.363
C 7.346 -3.074 1.921
H 9.433 -1.567 0.690
H 8.516 -0.098 1.079
H 8.880 -1.959 3.046
H 7.329 -1.138 2.860
H 8.043 -3.907 1.809
H 6.533 -3.345 2.590
O -6.593 3.948 -1.505
C -7.276 2.990 -1.293
O -6.798 1.851 -0.733
C -7.827 0.849 -0.711
C -9.135 1.619 -0.793
C -8.743 2.827 -1.633
H -7.680 0.183 -1.565
H -7.747 0.266 0.204
H -9.952 1.036 -1.214
H -9.436 1.947 0.202
H -8.838 2.631 -2.703
H -9.308 3.714 -1.358
O 3.403 -0.119 6.196
C 2.423 -0.531 6.746
O 2.150 -0.280 8.055
C 0.966 -0.995 8.449
C 0.216 -1.265 7.159
C 1.346 -1.416 6.149
H 1.269 -1.915 8.955
H 0.388 -0.385 9.142
H -0.440 -2.133 7.219
H -0.396 -0.400 6.899
H 1.716 -2.442 6.098
H 1.053 -1.067 5.162
O -11.870 3.563 -0.440
C -12.551 2.604 -0.228
O -12.076 1.464 0.338
C -13.109 0.464 0.356
C -14.415 1.236 0.267
C -14.016 2.443 -0.573
H -12.961 -0.203 -0.497
H -13.035 -0.116 1.273
H -15.231 0.652 -0.156
H -14.718 1.566 1.262
H -14.107 2.245 -1.642
H -14.579 3.332 -0.302
O -1.793 1.370 8.072
C -1.509 1.929 9.088
O -2.240 1.826 10.228
C -1.700 2.700 11.233
C -0.258 2.941 10.821
C -0.344 2.873 9.301
H -2.289 3.620 11.245
H -1.777 2.221 12.208
H 0.147 3.879 11.199
H 0.374 2.130 11.189
H -0.589 3.841 8.861
H 0.566 2.474 8.859
O 7.298 2.956 -11.160
C 6.958 2.896 -10.015
O 6.012 3.705 -9.474
C 5.911 3.458 -8.060
C 6.466 2.060 -7.856
C 7.520 1.972 -8.953
H 6.494 4.218 -7.533
H 4.872 3.536 -7.751
H 6.855 1.895 -6.853
H 5.683 1.321 -8.039
H 8.485 2.360 -8.624
H 7.627 0.960 -9.335
O 2.015 -6.019 5.224
C 2.756 -6.575 4.467
O 3.748 -7.411 4.877
C 4.526 -7.833 3.745
C 3.618 -7.643 2.542
C 2.782 -6.441 2.961
H 5.424 -7.212 3.689
H 4.824 -8.871 3.879
H 4.162 -7.499 1.610
H 2.972 -8.516 2.422
H 3.247 -5.491 2.694
H 1.777 -6.489 2.547

Atomic forces in eV per Å
C 0.1 -0.9 0.6
C 0.3 1.3 -0.6
C -0.9 -0.5 0.3
C 0.7 -0.4 -0.5
C 0.5 0.5 0.4
C -0.6 0.1 -1.7
C 1.1 0.7 1.0
C -0.7 -0.3 -1.2
C -0.3 0.5 -0.1
C -0.7 0.7 -0.5
C 1.2 -0.8 -0.3
C 0.0 1.0 -0.6
C 0.6 -0.6 0.8
C 0.0 -0.7 -0.6
F -0.3 -0.1 -0.2
Br -0.3 -0.1 0.0
C 1.4 1.2 0.1
F -0.3 0.0 0.0
F -0.3 -0.7 0.0
Br -0.3 -0.1 0.4
C 0.7 -0.4 0.2
O 0.1 0.5 -0.3
C 0.2 -0.8 -0.3
C 0.6 1.3 1.2
C -0.5 -0.4 0.4
Br 0.4 -0.7 0.0
C -0.9 0.4 0.2
C 0.9 -0.1 0.3
Br -0.1 0.3 -0.3
C -1.5 0.4 -1.5
C 0.8 -1.0 0.4
C -0.4 0.4 -0.7
C 1.3 0.2 1.6
N -1.1 0.0 -1.3
C 1.2 0.0 1.4
O 0.3 0.2 -1.6
S -3.5 -1.6 0.4
O 0.9 1.7 -0.1
O 1.7 -0.3 0.0
C 0.6 0.2 0.5
O 0.1 -0.4 -0.4
C 0.3 0.7 -1.8
N -0.3 -0.2 2.2
C 2.5 -2.8 -1.5
O -1.4 0.8 1.0
O -0.5 1.9 0.8
H -0.1 0.4 -0.3
H -0.3 -0.1 -0.1
H 0.2 -0.1 0.1
H 0.0 0.3 0.0
H 0.2 -0.3 0.2
H 0.1 -0.4 0.0
H 0.4 0.1 0.0
H -0.4 -0.3 0.2
H 0.0 0.5 0.0
H -0.2 0.3 0.0
H 0.0 0.1 0.3
H 0.0 -0.3 -0.2
H 0.1 -0.2 0.3
H 0.1 0.0 0.4
H -0.3 -0.1 0.1
H -0.1 -0.2 -0.1
H -0.1 -0.2 0.5
H 0.1 -0.4 0.4
H 0.4 0.0 0.1
H -0.3 -0.2 0.3
H -0.2 -0.4 -0.1
H -0.5 -0.2 0.0
H 0.0 0.5 0.2
H -0.4 0.1 -0.2
H -0.4 -0.1 0.0
H -0.5 0.3 0.2
H 0.1 0.3 0.0
H -0.6 0.0 0.0
H -0.2 0.2 0.3
H 0.0 -0.1 -0.4
H 0.2 -0.1 0.1
H -0.5 0.0 -0.1
H 0.0 -0.2 0.0
H -0.1 -0.2 0.0
H -0.2 -0.1 -0.2
H 0.0 0.4 0.0
O 0.0 0.2 -0.2
C -0.1 -0.4 0.1
O 0.0 0.0 0.1
C 0.1 0.1 0.1
C 0.1 -0.1 0.2
C 0.1 0.5 0.3
H 0.0 0.0 0.0
H -0.1 0.0 -0.2
H 0.0 0.0 -0.1
H 0.0 0.0 0.0
H -0.1 -0.1 0.0
H -0.1 -0.3 -0.2
O -0.1 -0.1 0.4
C -0.1 0.2 -0.4
O 0.0 0.1 0.0
C -0.2 -0.2 0.0
C -0.1 0.0 -0.1
C -0.1 -0.3 0.5
H 0.0 0.0 0.0
H 0.2 0.1 0.0
H 0.1 0.0 0.0
H 0.0 0.0 0.0
H 0.0 0.1 0.0
H 0.1 0.1 -0.2
O 0.1 0.3 0.3
C 0.1 -0.4 -0.4
O 0.1 0.1 -0.1
C -0.2 -0.1 0.1
C -0.2 -0.1 -0.2
C -0.3 0.3 0.4
H 0.0 0.0 0.0
H 0.2 0.1 0.0
H 0.0 0.0 0.1
H 0.0 0.0 0.1
H 0.1 0.0 -0.2
H 0.3 -0.2 -0.1
O 0.2 -0.1 0.2
C 0.0 0.3 -0.4
O -0.2 0.1 0.1
C -0.1 -0.2 0.1
C -0.2 0.0 -0.1
C -0.2 -0.3 0.5
H 0.0 0.0 0.0
H 0.2 0.1 0.0
H 0.1 -0.1 0.0
H 0.0 0.0 0.0
H 0.0 0.1 0.0
H 0.1 0.1 -0.2
O -0.2 -0.2 0.2
C 0.1 0.3 -0.4
O 0.1 -0.1 0.0
C 0.1 0.1 0.2
C 0.2 0.1 0.0
C 0.2 -0.2 0.6
H 0.0 0.0 0.0
H -0.2 -0.1 -0.1
H -0.1 0.0 0.0
H 0.0 0.0 0.0
H 0.0 -0.1 -0.1
H -0.1 0.1 -0.3
O -0.2 0.2 -0.1
C 0.4 0.0 -0.1
O 0.1 -0.1 -0.1
C -0.1 0.0 0.2
C 0.1 -0.2 0.1
C -0.5 -0.1 0.3
H 0.0 0.0 0.0
H 0.0 0.2 -0.2
H 0.0 0.1 0.0
H 0.0 0.0 0.0
H 0.0 0.0 -0.1
H 0.2 0.1 -0.2
O 0.1 -0.2 0.3
C -0.2 0.5 -0.2
O -0.1 0.0 0.0
C 0.1 -0.1 -0.2
C 0.0 0.1 -0.3
C 0.0 -0.5 -0.2
H 0.0 0.0 0.0
H 0.0 0.0 0.2
H 0.0 0.0 0.1
H 0.0 0.0 0.0
H 0.0 0.1 0.1
H 0.0 0.3 0.1

Results
Charge: -1
Frontier orbital gap in eV: 6.657
Largest force on an atom in eV Å⁻¹: 4.01


Which formula does entry 2 have? C57H78Br4F3N2O21S